1.
# C4H7N2OS

A gas-phase ion, C4H7N2OS (charge +1) at a distorted geometry (wB97M-V/def2-TZVPD, OMol25).

## Properties
- Net charge: +1
- Maximum force: 0.0890 hartree/bohr
- HOMO-LUMO gap (spin up / spin down): 8.97 / 8.97 eV
- HOMO level (spin up / spin down): -13.9 / -13.9 eV
- LUMO (spin up / spin down): -4.884 / -4.885 eV

```
15
Properties=species:S:1:pos:R:3:forces:R:3
C -1.2693 -0.7511 0.0934 -0.2 1.5 -0.3
C -0.3023 -1.6528 -0.1101 -4.0 -2.2 0.5
C 1.4953 -0.2695 0.0999 -2.4 3.0 0.7
C -1.1228 0.8107 0.0878 1.2 -1.7 0.6
N 1.0566 -1.4311 -0.2702 -0.5 1.2 1.1
N 0.0608 1.0077 0.8597 3.3 -1.6 -1.1
O -1.0599 1.4132 -1.1383 -1.5 0.9 -1.8
S 3.0232 0.3420 -0.1248 0.3 1.8 1.5
H -2.3001 -1.0117 0.3094 0.3 -0.8 -0.2
H -0.6857 -2.7426 -0.0803 1.3 1.8 -0.2
H -1.8918 1.3336 0.6269 -0.7 -0.3 1.0
H 1.6089 -2.2605 -0.3093 0.9 -0.4 -0.4
H 0.5052 1.8985 0.5690 0.0 -0.6 0.0
H -1.9646 1.8008 -1.3503 1.8 -0.7 0.1
H 2.8463 1.5129 0.7371 0.2 -1.9 -1.4
```
Positions in Å, forces in eV/Å.

Mulliken atomic charge list, values in e, 4 entries: C -0.34; C -0.17; C 0.33; C -0.02

***

2.
# C4H7N2OS

A molecular structure, C4H7N2OS at a distorted geometry (wB97M-V/def2-TZVPD, OMol25).

## Properties
- Net charge: +1
- Maximum force: 0.0823 hartree/bohr
- HOMO-LUMO gap: 8.28 eV
- HOMO level: -12.6 eV
- LUMO: -4.328 eV

```
15
Properties=species:S:1:pos:R:3:forces:R:3
C -1.7809 -0.9883 -0.5964 -1.5 -1.2 -0.1
C -2.0355 0.9408 0.5965 -0.8 -2.1 -0.5
C -1.1298 0.1722 -0.0927 -1.8 -0.4 0.0
C 1.4493 0.1057 0.6477 -3.4 0.6 -2.5
N -3.0756 -1.0855 -0.2853 1.0 0.2 -0.2
N 2.4935 -0.0490 -0.4208 -2.6 -1.6 -1.7
O 0.1018 0.5821 -0.4110 3.5 -1.3 1.2
S -3.5943 0.2111 0.6304 2.0 -0.2 -0.8
H -1.3641 -1.8329 -1.2029 -0.2 1.1 0.6
H -1.7286 1.7595 1.1182 0.3 2.4 1.3
H 1.1646 -0.7813 1.3144 0.8 1.6 -1.1
H 1.4205 1.1573 0.8690 0.8 -0.2 1.6
H 2.5465 -1.0462 -0.8224 0.0 1.7 0.8
H 3.3814 0.2738 -0.1305 1.5 0.3 0.5
H 2.1512 0.5807 -1.2143 0.4 -0.9 1.0
```
Positions in Å, forces in eV/Å.

Mulliken atomic charge list, values in e, 4 entries: C -0.41; C -0.32; C 0.58; C -0.43

***

3.
# C4H7N2P

A molecular structure, C4H7N2P at a distorted geometry (wB97M-V/def2-TZVPD, OMol25).

## Properties
- Net charge: 0
- Maximum force: 0.1435 hartree/bohr
- HOMO-LUMO gap: 8.85 eV
- HOMO level: -7.9 eV
- LUMO: 0.948 eV

```
14
Properties=species:S:1:pos:R:3:forces:R:3
C -0.6000 0.2439 0.0637 0.6 -0.7 -4.9
C 0.4547 -0.1820 0.8343 -1.2 1.6 -1.6
C 0.2195 -0.0177 -1.6388 -2.8 1.3 6.7
C 0.4126 -0.2358 2.2797 -0.2 -0.6 0.2
N 1.5515 -0.4110 0.1655 2.6 -1.6 0.9
N 1.3560 -0.3654 -1.1177 -1.7 0.9 0.4
P -0.2822 0.1339 -3.3149 -0.3 0.0 -0.6
H -1.6780 0.5471 0.2118 1.7 -0.5 -0.2
H 1.1307 0.2852 2.8420 0.9 1.5 0.2
H -0.5735 0.0733 2.4169 -1.5 0.7 1.5
H 0.5331 -1.2014 2.6931 -0.2 -1.5 0.0
H 2.1045 -0.6785 -1.6165 2.5 -0.8 -1.9
H -1.5979 0.1078 -2.8849 -0.8 0.8 -0.1
H -0.5351 -1.2274 -3.3517 0.4 -1.0 -0.7
```
Positions in Å, forces in eV/Å.

Mulliken atomic charge list, values in e, 4 entries: C -0.24; C 0.52; C 0.06; C -1.07

***

4.
# C4H7N2S

A gas-phase ion, C4H7N2S (charge +1) at a distorted geometry (wB97M-V/def2-TZVPD, OMol25).

## Properties
- Net charge: +1
- Maximum force: 0.0920 hartree/bohr
- HOMO-LUMO gap: 10.43 eV
- HOMO level: -14.4 eV
- LUMO: -4.000 eV

```
14
Properties=species:S:1:pos:R:3:forces:R:3
C 0.4124 -0.4149 0.3180 1.6 -2.5 -1.8
C 0.7960 -2.7016 0.8507 -1.0 0.4 0.1
C -0.4929 1.2557 -1.1030 -1.6 0.5 4.4
C -0.5745 1.8954 0.4281 0.5 -3.1 -2.5
N 1.1971 -1.5400 0.5753 0.3 0.8 -0.7
N 0.0174 -0.0560 -0.8898 -0.4 0.2 1.9
S 0.3171 0.7072 1.4887 -0.8 1.8 2.0
H 1.3606 -3.5881 1.1016 0.9 0.4 -0.2
H -0.2523 -2.8447 0.8984 -1.2 -0.5 0.1
H -1.5109 1.2313 -1.4130 -0.7 -0.1 -0.7
H 0.1067 1.7607 -1.7706 1.3 1.4 -1.3
H -0.0373 2.7490 0.4754 1.6 2.9 0.1
H -1.5627 2.0664 0.7414 -1.2 -0.1 0.4
H 0.2234 -0.5205 -1.7014 0.8 -2.1 -2.0
```
Positions in Å, forces in eV/Å.

Mulliken atomic charge list, values in e, 4 entries: C 0.50; C -0.10; C -0.57; C -0.49

***

5.
# C4H7N2S

A gas-phase ion, C4H7N2S (charge +1) at a distorted geometry (wB97M-V/def2-TZVPD, OMol25).

## Properties
- ⟨S²⟩: 2.01
- Net charge: +1
- Maximum force: 0.1146 hartree/bohr
- HOMO-LUMO gap (spin up / spin down): 7.60 / 7.11 eV
- HOMO level (spin up / spin down): -11.1 / -14.5 eV
- Spin multiplicity: 3
- LUMO (spin up / spin down): -3.489 / -7.349 eV

```
14
Properties=species:S:1:pos:R:3:forces:R:3
C -0.4096 1.6548 0.1537 -0.7 4.2 -0.1
C 1.2476 0.1546 -0.1786 -5.5 2.2 -0.4
C -0.1755 -0.3955 -0.6033 1.8 -4.7 -0.6
C -0.4883 -1.6330 0.3632 2.6 -1.1 -1.3
N -1.0634 0.6895 -0.4517 -2.2 0.9 -0.5
N 0.8592 1.4089 0.3239 -1.1 -4.1 -2.0
S 2.6764 -0.5280 0.0149 2.7 -1.6 0.3
H -0.6848 2.7541 0.2337 -0.4 -1.8 0.3
H -0.0615 -0.7488 -1.6545 -0.6 0.2 0.6
H -0.2798 -1.2693 1.3447 -0.2 0.1 0.9
H 0.3214 -2.4548 0.1664 -1.1 1.6 0.2
H -1.3792 -2.2447 0.3361 -0.7 0.7 -0.4
H -2.0983 0.7133 -0.7829 2.8 0.0 0.9
H 1.5357 1.8991 0.7343 2.6 3.3 2.1
```
Positions in Å, forces in eV/Å.

Mulliken atomic charge list, values in e, 4 entries: C -0.09; C 0.08; C 0.22; C -1.11

***

6.
# C4H7N2S

2 unconnected molecules or ions with the total composition C4H7N2S at a distorted geometry (wB97M-V/def2-TZVPD, OMol25).

## Properties
- ⟨S²⟩: 2.04
- Net charge: +1
- Maximum force: 0.0712 hartree/bohr
- HOMO-LUMO gap (spin up / spin down): 6.82 / 8.97 eV
- HOMO level (spin up / spin down): -12.2 / -15.3 eV
- Spin multiplicity: 3
- LUMO (spin up / spin down): -5.398 / -6.318 eV

```
14
Properties=species:S:1:pos:R:3:forces:R:3
C -2.7222 1.5049 0.0835 -1.9 0.8 -1.4
C 1.2388 0.7609 -0.3822 1.1 2.7 -2.0
C -0.4498 -0.6108 0.2585 -1.2 -2.0 0.5
C 1.7777 -1.4213 0.3401 2.8 -1.2 -2.0
N -1.5055 1.5542 0.0656 0.7 -0.1 0.4
N 0.8316 -0.3894 0.0202 0.4 1.6 1.5
S -1.4971 -1.7383 0.0311 0.1 0.6 0.1
H -3.2999 2.4752 -0.0437 0.4 -0.9 0.5
H -3.2955 0.5630 -0.0906 0.3 0.5 0.5
H 2.3175 0.8438 -0.7675 -1.9 0.1 1.0
H 0.4105 1.5205 -0.4855 1.6 -0.7 -0.2
H 2.8945 -1.1602 0.2565 -1.9 0.6 0.2
H 1.6173 -1.9934 -0.5690 0.3 -1.5 0.5
H 1.6820 -1.9091 1.2832 -0.8 -0.4 0.4
```
Positions in Å, forces in eV/Å.

Mulliken atomic charge list, values in e, 4 entries: C -0.09; C -0.20; C 0.46; C -0.91

***

7.
# C4H7N3

C4H7N3 in the gas phase (wB97M-V/def2-TZVPD, OMol25).

## Properties
- Net charge: 0
- Maximum force: 0.0039 hartree/bohr
- Structure (SMILES): Cc1cn(C)nn1
- HOMO-LUMO gap: 10.20 eV
- HOMO level: -9.3 eV
- LUMO: 0.875 eV

```
14
Properties=species:S:1:pos:R:3:forces:R:3
C -1.4648 0.5691 1.9435 -0.1 0.0 0.1
N -0.4527 0.4125 0.9200 0.1 0.0 -0.1
C -0.4090 -0.4545 -0.1181 0.1 0.1 0.0
C 0.7557 -0.1390 -0.7784 0.0 0.0 0.0
C 1.3533 -0.6973 -2.0303 0.0 0.0 0.0
N 1.3474 0.8859 -0.1042 -0.1 -0.1 0.0
N 0.6154 1.2125 0.9146 -0.1 -0.1 -0.1
H -1.3370 1.5626 2.3751 0.0 -0.2 0.0
H -1.3592 -0.1863 2.7271 0.0 0.1 -0.1
H -2.4577 0.4929 1.4937 0.1 0.0 0.1
H -1.1843 -1.1870 -0.2950 0.1 0.1 0.0
H 2.2944 -0.1797 -2.2317 -0.1 -0.1 0.0
H 1.5626 -1.7687 -1.9469 0.0 0.2 0.0
H 0.6919 -0.5494 -2.8911 0.1 0.0 0.1
```
Positions in Å, forces in eV/Å.

Mulliken atomic charge list, values in e, 4 entries: C -0.82; N 0.59; C -0.15; C 0.29

***

8.
# C4H7N3

C4H7N3 in the gas phase (wB97M-V/def2-TZVPD, OMol25).

## Properties
- Net charge: 0
- Maximum force: 0.0092 hartree/bohr
- Structure (SMILES): [H]/N=N\C#CNCC
- HOMO-LUMO gap: 9.24 eV
- HOMO level: -8.6 eV
- LUMO: 0.638 eV

```
14
Properties=species:S:1:pos:R:3:forces:R:3
C -0.3762 2.1225 -0.7887 -0.1 0.1 -0.1
C 0.2256 1.2187 0.2749 0.0 0.2 0.2
N 0.9364 0.0958 -0.3180 0.1 -0.1 0.0
C 0.4771 -1.1331 -0.2580 -0.2 -0.4 0.1
N -1.4594 -3.7120 0.8436 0.0 -0.1 0.0
C -0.0713 -2.2121 -0.1359 0.1 0.5 0.1
N -0.4801 -3.4575 0.1068 -0.3 -0.2 0.2
H -1.1649 1.6020 -1.3384 0.1 0.0 0.1
H 0.3936 2.4223 -1.5078 -0.1 0.0 0.1
H -0.8005 3.0266 -0.3433 0.0 -0.1 0.0
H -0.5367 0.8159 0.9506 0.1 0.0 -0.2
H 0.9381 1.7703 0.8919 -0.1 0.1 0.0
H 1.8440 0.2661 -0.7226 -0.1 0.0 0.0
H -1.9124 -2.8559 1.2342 0.3 -0.1 -0.3
```
Positions in Å, forces in eV/Å.

Mulliken atomic charge list, values in e, 4 entries: C -1.02; C -0.38; N -0.29; C 0.15

***

9.
# C4H7N3

C4H7N3 in the gas phase at a distorted geometry (wB97M-V/def2-TZVPD, OMol25).

## Properties
- Net charge: 0
- Maximum force: 0.0226 hartree/bohr
- Structure (SMILES): [H]/N=C(\C#N)NCC
- HOMO-LUMO gap: 10.45 eV
- HOMO level: -9.7 eV
- LUMO: 0.767 eV

```
14
Properties=species:S:1:pos:R:3:forces:R:3
C 2.0567 -0.3059 -0.7348 0.0 0.0 0.0
C 0.9081 0.5124 -0.1632 0.1 0.1 -0.1
N -0.1804 -0.3478 0.2713 -0.1 0.0 0.1
C -1.4582 0.1243 0.3383 0.1 0.1 -0.1
N -1.8134 1.2587 -0.1286 0.0 -0.3 0.1
C -2.3920 -0.8025 0.9862 -0.8 -0.6 0.5
N -3.1624 -1.4822 1.5185 0.8 0.6 -0.5
H 1.7354 -0.8595 -1.6224 0.0 0.1 0.1
H 2.4455 -1.0242 -0.0031 -0.1 0.1 -0.1
H 2.8818 0.3541 -1.0194 -0.1 -0.1 0.0
H 0.4942 1.1874 -0.9155 0.1 -0.1 0.1
H 1.2510 1.1396 0.6724 0.0 -0.1 -0.1
H 0.0483 -1.1561 0.8308 -0.1 0.1 -0.1
H -2.8146 1.4016 -0.0306 0.1 0.0 0.0
```
Positions in Å, forces in eV/Å.

Mulliken atomic charge list, values in e, 4 entries: C -1.13; C -0.31; N -0.25; C 0.67

***

10.
# C4H7N3

3 unconnected molecules or ions with the total composition C4H7N3 at a distorted geometry (wB97M-V/def2-TZVPD, OMol25).

## Properties
- Net charge: 0
- Maximum force: 0.0776 hartree/bohr
- HOMO-LUMO gap: 8.66 eV
- HOMO level: -9.5 eV
- LUMO: -0.844 eV

```
14
Properties=species:S:1:pos:R:3:forces:R:3
C 1.1648 1.8731 0.1601 -0.1 -0.2 0.0
C 0.0379 0.8914 0.2832 -0.2 -0.4 1.1
N 0.1601 -0.3738 0.1362 0.1 0.5 1.0
C -0.9358 -1.2333 0.2790 -0.5 0.4 0.3
N -2.0726 -0.8331 0.6644 0.1 -0.3 -0.1
C -0.6280 -2.6285 -0.0656 0.1 -0.9 -0.2
N -0.4414 -3.7409 -0.3260 -0.2 1.2 0.3
H 2.0895 1.4589 -0.2438 -0.2 -0.1 0.2
H 1.3283 2.2466 1.1822 0.1 0.0 -0.2
H 0.8823 2.7450 -0.4436 -0.2 -0.2 0.1
H 1.0995 0.2438 -1.8142 0.3 -2.0 0.8
H -0.9149 1.2824 0.6183 -0.3 0.2 -0.1
H 0.9799 -0.3435 -1.1421 1.1 1.9 -3.3
H -2.7495 -1.5881 0.7121 -0.1 -0.1 0.0
```
Positions in Å, forces in eV/Å.

Mulliken atomic charge list, values in e, 4 entries: C -1.16; C 0.13; N -0.42; C 0.55

***

| no. | total energy (eV) |
| --- | --- |
| 1 | -20113.4756 |
| 2 | -20114.3173 |
| 3 | -16526.1131 |
| 4 | -18068.8997 |
| 5 | -18066.6859 |
| 6 | -18063.8627 |
| 7 | -8730.9374 |
| 8 | -8727.9596 |
| 9 | -8731.2639 |
| 10 | -8728.2222 |